Entry 1:
C44H66ClNO23S | the ωB97M-V functional and the def2-TZVPD basis

```
136
Properties=species:S:1:pos:R:3
C -3.22996 -3.74058 5.09796
C -2.06619 -3.45436 4.12912
C -2.40141 -2.56219 2.92660
C -3.64098 -2.99766 2.14390
C -3.84493 -2.34791 0.75059
C -2.68631 -1.51813 0.19400
C -2.92477 -1.14806 -1.28147
C -2.58407 0.30266 -1.68416
C -1.59782 0.35703 -2.85320
C -0.16402 0.04687 -2.40503
C 0.87300 0.72594 -3.29141
C 0.89833 2.25884 -3.16197
C 0.58925 2.82190 -1.77833
C 0.44004 4.33917 -1.81987
C 0.26114 5.01294 -0.45891
C -0.85777 4.44162 0.43964
C -2.17761 5.12212 0.21379
C -3.18457 4.64600 -0.52251
C -3.20951 3.31931 -1.23330
N -3.09787 3.46045 -2.69533
C -4.45910 5.43191 -0.64549
O -5.48839 4.90935 -0.98346
C -4.39918 6.88713 -0.32721
Cl -5.69675 7.84625 -0.88998
C -3.41080 7.38362 0.41843
S -3.36228 9.04712 0.91466
C -2.34632 6.44222 0.90370
O -1.62838 6.76347 1.82191
H -4.17506 -3.32374 4.74846
H -3.03476 -3.32900 6.08939
H -3.38917 -4.81213 5.23033
H -1.27519 -2.94947 4.69078
H -1.63980 -4.39348 3.76536
H -2.51182 -1.52799 3.27395
H -1.52725 -2.56530 2.27084
H -3.63311 -4.08871 2.04732
H -4.51946 -2.76233 2.74990
H -4.05337 -3.13312 0.01900
H -4.73257 -1.70807 0.78693
H -2.51074 -0.62144 0.79707
H -1.77444 -2.12076 0.22993
H -2.35582 -1.84157 -1.90535
H -3.97707 -1.28669 -1.53122
H -2.14874 0.83325 -0.82717
H -3.49918 0.82959 -1.97025
H -1.64044 1.32251 -3.37008
H -1.92155 -0.40166 -3.57362
H -0.01307 -1.03397 -2.41906
H -0.04338 0.34659 -1.35825
H 0.61905 0.50229 -4.33407
H 1.86521 0.29604 -3.12866
H 0.18121 2.68755 -3.87280
H 1.88025 2.62485 -3.47885
H 1.39649 2.56497 -1.08101
H -0.33332 2.37379 -1.39654
H -0.39235 4.60891 -2.48068
H 1.34561 4.75691 -2.27271
H 1.20975 5.00062 0.08523
H 0.03504 6.07042 -0.64672
H -0.96622 3.36607 0.31035
H -0.57330 4.60905 1.48022
H -2.42795 2.66596 -0.84692
H -4.16712 2.84550 -1.00142
H -2.32924 2.90573 -3.04948
H -2.93911 4.42042 -2.97361
H -2.09503 8.97661 1.33899
C 2.86711 -4.23570 -0.43508
C 2.77794 -2.72870 -0.28040
O 1.52378 -2.43377 -0.91299
C 0.76355 -3.54956 -0.88811
O -0.39095 -3.59301 -1.18868
O 1.48166 -4.60926 -0.47501
H 3.35776 -4.73796 0.39003
H 3.33523 -4.53298 -1.37408
H 2.71587 -2.42019 0.76464
H 3.57583 -2.18339 -0.77578
C -7.11397 1.25259 -2.68914
C -6.15155 1.64015 -3.79897
O -5.27846 0.50751 -3.84038
C -5.92323 -0.56300 -3.32010
O -5.49920 -1.67281 -3.34350
O -7.08758 -0.17939 -2.74866
H -8.13016 1.60476 -2.84066
H -6.75927 1.56568 -1.70586
H -6.64899 1.73208 -4.76587
H -5.57361 2.53846 -3.59648
C -0.62312 -5.06402 -5.61328
C -0.44820 -4.96501 -4.10965
O 0.96581 -5.14057 -3.95699
C 1.56958 -4.79165 -5.11552
O 2.74280 -4.66015 -5.25465
O 0.64976 -4.61103 -6.09188
H -1.40976 -4.42775 -6.00834
H -0.77757 -6.09053 -5.94991
H -0.71965 -3.98523 -3.71619
H -0.97818 -5.73081 -3.55126
C 1.63955 6.89704 2.46378
C 1.95015 8.37476 2.31476
O 3.34185 8.42377 2.65345
C 3.87918 7.20187 2.43942
O 5.04620 6.96757 2.45952
O 2.91211 6.29504 2.18897
H 0.89520 6.53331 1.76361
H 1.33926 6.63516 3.47909
H 1.83146 8.72391 1.28752
H 1.38544 9.01492 2.98599
C 7.57172 9.70617 0.79871
C 6.40979 9.07833 0.05281
O 5.83542 10.20975 -0.61240
C 6.78701 11.16390 -0.74421
O 6.67211 12.15064 -1.39519
O 7.88654 10.83305 -0.02734
H 8.44083 9.06105 0.88678
H 7.28099 10.06549 1.78680
H 6.73845 8.35989 -0.70001
H 5.67799 8.61550 0.70690
C 2.65553 -8.45462 2.80009
C 2.05214 -7.84360 1.54960
O 3.11145 -6.99094 1.09185
C 4.28410 -7.44794 1.59113
O 5.35347 -7.03984 1.26644
O 4.06245 -8.41218 2.50600
H 2.35903 -9.47985 2.99369
H 2.47532 -7.84392 3.68676
H 1.85149 -8.58783 0.77815
H 1.15987 -7.25006 1.72597
C 5.50419 -11.86864 5.47420
C 4.64120 -11.24521 6.55777
O 3.50911 -10.78474 5.80989
C 3.42586 -11.50550 4.66981
O 2.51014 -11.46147 3.90992
O 4.52621 -12.26584 4.50575
H 6.06640 -12.73828 5.80117
H 6.17706 -11.14658 5.01007
H 4.29835 -11.97749 7.28998
H 5.10639 -10.40659 7.06728
```

The calculation puts the largest force on an atom at 0.435 eV/A. Its spin multiplicity is 1. The charge is 0. As for the SMILES: CCCCCCCCCCCCCCCCC1=C(CN)C(=O)C(Cl)=C(S)C1=O.O=C1OCCO1.O=C1OCCO1.O=C1OCCO1.O=C1OCCO1.O=C1OCCO1.O=C1OCCO1.O=C1OCCO1. For the HOMO energy, the calculation gives -9.5 eV.

Entry 2:
C44H66FN4O3PSTl | the ωB97M-V functional and the def2-TZVPD basis

```
121
Properties=species:S:1:pos:R:3
Tl -0.99332 0.61339 0.22127
C 1.55172 -3.31662 2.30538
C 0.20384 -2.78999 2.78313
C 0.06399 -2.92580 4.30100
C -0.97298 -3.44167 2.09375
C -0.93964 -4.74533 1.62634
C -2.02595 -5.35999 0.99293
C -3.20593 -4.66059 0.81235
C -3.25498 -3.35717 1.27641
C -4.78325 -1.97199 -0.62899
C -3.53456 -1.43676 -1.28976
C -6.01098 -1.11289 -0.88101
C -2.17748 -2.72773 1.92485
N -2.39544 -1.44765 2.37045
C -4.36992 0.16772 2.28267
O -5.56424 0.16410 1.92519
C -3.82130 1.38881 2.96705
C -4.71030 2.12233 3.74426
C -4.25564 3.29997 4.31205
C -2.96350 3.71393 4.04792
C -2.14270 2.92047 3.24831
N -2.56344 1.76088 2.74188
C -0.76177 3.49036 2.89014
O -0.54778 4.66251 3.27347
N 0.02109 2.69889 2.18343
C 1.15711 3.27404 1.59900
C 2.44310 2.89545 2.03214
C 3.56582 3.37859 1.37097
C 3.44724 4.23781 0.28893
C 2.18121 4.60541 -0.13936
C 1.03221 4.13565 0.48827
C -0.32631 4.55995 -0.04137
C -0.57330 6.04487 0.23592
C -0.49575 4.23708 -1.52686
C 2.57991 1.92097 3.18292
C 2.59972 0.48326 2.65803
C 3.79637 2.18421 4.06971
H 2.35403 -2.74599 2.77606
H 1.65067 -3.21001 1.22643
H 1.70243 -4.36885 2.56785
H 0.16838 -1.72557 2.55305
H 0.09792 -3.97972 4.59909
H -0.87918 -2.49793 4.64521
H 0.87390 -2.39165 4.80192
H -0.02093 -5.30901 1.72999
H -1.93589 -6.37639 0.63077
H -4.05790 -5.11526 0.32009
H -4.97394 -3.01005 -0.92800
H -3.39951 -0.36507 -1.10549
H -3.65145 -1.54644 -2.37215
H -2.62680 -1.97431 -1.00511
H -5.85004 -0.10305 -0.50744
H -6.90524 -1.52405 -0.40806
H -6.17264 -1.06084 -1.95973
H -5.72523 1.77028 3.86733
H -4.91141 3.90007 4.93321
H -2.55277 4.64248 4.41754
H 4.55321 3.07452 1.70285
H 4.33094 4.60586 -0.22115
H 2.07886 5.26931 -0.99216
H -1.08593 3.98973 0.49240
H 0.15033 6.66622 -0.30405
H -0.48361 6.24695 1.30447
H -1.57608 6.33356 -0.09425
H 0.23567 4.77696 -2.13847
H -1.49908 4.51258 -1.85975
H -0.39371 3.16796 -1.71410
H 1.69260 2.03783 3.80675
H 3.50069 0.31229 2.05783
H 1.73391 0.27876 2.02392
H 2.58643 -0.23015 3.48752
H 4.73371 1.95976 3.55147
H 3.75501 1.54484 4.95598
H 3.83060 3.22608 4.39671
O -0.32947 0.26535 3.90268
H -1.01069 -0.19362 3.38306
H -0.08462 0.99364 3.29980
S -4.61214 -2.25504 1.19945
C -3.59286 -1.00256 2.01446
C 1.85060 1.54554 -3.22012
C 2.56815 0.27805 -2.73309
C 3.08899 0.62340 -1.32695
C 3.75432 0.01202 -3.66420
P 1.23989 -1.09522 -2.52363
N 0.35444 -0.85586 -1.30347
C 0.23424 -1.12920 -4.16728
C -0.53503 -2.45735 -4.20570
C 0.98639 -0.97615 -5.49187
C -0.83801 -0.02915 -4.05622
C 2.18839 -2.77487 -2.43713
C 2.79142 -3.35864 -3.71660
C 3.31405 -2.59628 -1.40932
C 1.21779 -3.79640 -1.82188
H 2.52071 2.40252 -3.08870
H 0.94935 1.73384 -2.63457
H 1.58044 1.49786 -4.27514
H 3.53673 1.62305 -1.33563
H 3.84683 -0.07488 -0.97222
H 2.26419 0.62523 -0.61186
H 4.36774 0.92040 -3.72858
H 3.44544 -0.24492 -4.67920
H 4.40201 -0.78401 -3.29543
H 0.10309 -3.30437 -4.46005
H -1.31472 -2.39301 -4.97462
H -1.01424 -2.65246 -3.24415
H 1.77193 -1.72243 -5.62229
H 1.43726 0.01095 -5.59646
H 0.27886 -1.09566 -6.32408
H -1.22967 0.03479 -3.03752
H -1.66584 -0.26275 -4.73761
H -0.46052 0.95358 -4.33282
H 3.47104 -2.66805 -4.21769
H 2.02508 -3.65795 -4.43322
H 3.36684 -4.26088 -3.46585
H 4.15168 -2.02047 -1.80061
H 3.69906 -3.58380 -1.12445
H 2.94137 -2.09702 -0.51392
H 0.53432 -4.22425 -2.55369
H 0.62565 -3.31154 -1.04118
H 1.79013 -4.62420 -1.38319
F -2.59143 1.53459 -1.21858
```

The calculation puts the largest force on an atom at 0.303 eV/A. Its spin multiplicity is 2. The calculation puts the energy above the lowest of the compared OMol25 structures with the same formula, charge and spin at 249.6 kJ/mol. The charge is -2. The expectation value of S² is 0.769. For the HOMO energy (alpha / beta), the calculation gives -1.5 / -1.5 eV.

Entry 3:
C44H66N12O5PRbS3Sb2 | the ωB97M-V functional and the def2-TZVPD basis

```
134
Properties=species:S:1:pos:R:3
Rb -0.17792 0.76993 0.25643
C 3.95712 4.21039 -1.52210
N 2.58322 4.66361 -1.42062
C 1.72068 4.79078 -2.47962
C 0.53126 5.19731 -1.95512
N 0.63627 5.31356 -0.59178
C 1.87076 4.97271 -0.29976
P 2.60632 5.00243 1.36297
C 1.15197 4.60244 2.37241
N 0.17934 3.79312 2.05065
C -0.56797 3.62464 3.18229
C -0.02479 4.34129 4.20873
N 1.07350 4.97385 3.69283
C 1.98665 5.79076 4.46467
C 3.40710 3.36238 1.37357
N 3.03920 2.32741 0.65315
C 3.90044 1.31285 0.98241
C 4.79507 1.75504 1.91549
N 4.47935 3.06232 2.16144
C 5.19690 3.94128 3.06088
H 4.35249 4.52143 -2.48765
H 4.01771 3.12741 -1.42515
H 4.55975 4.67031 -0.73982
H 2.02674 4.56388 -3.48606
H -0.40086 5.37859 -2.46281
H -1.43318 2.98108 3.20411
H -0.29186 4.42712 5.24759
H 1.42500 6.51418 5.05524
H 2.64674 6.33305 3.79193
H 2.58283 5.17040 5.13551
H 3.79923 0.33699 0.53923
H 5.59786 1.26484 2.43841
H 5.65235 3.34391 3.84796
H 4.51290 4.64959 3.51996
H 5.97669 4.49774 2.53736
C -5.44843 1.12830 -0.70992
Sb -3.82119 0.07739 0.24645
C -5.15590 -1.05080 1.53167
C -4.49993 -2.53355 -1.74641
C -5.45276 -3.24441 -1.03074
C -6.85222 -2.90789 -1.08161
C -7.79753 -3.51783 -0.29245
C -7.45375 -4.53538 0.60947
C -6.11122 -4.91314 0.65430
C -5.12708 -4.32774 -0.12602
C -3.71427 -4.77750 0.00019
Sb -2.34613 -3.38528 0.98356
C -0.76998 -4.88420 0.99138
C -3.08682 -3.87722 2.95169
H -5.96738 0.40841 -1.34424
H -5.06649 1.93960 -1.33118
H -6.14687 1.51634 0.03401
H -5.50313 -1.97603 1.07504
H -6.01703 -0.42447 1.77691
H -4.62119 -1.28591 2.45611
H -3.45090 -2.79223 -1.75507
H -4.79932 -1.72846 -2.40855
H -7.15135 -2.11395 -1.76036
H -8.83391 -3.19895 -0.37016
H -8.19454 -5.01215 1.23884
H -5.80957 -5.70679 1.33615
H -3.24814 -4.94541 -0.97873
H -3.64302 -5.69751 0.58679
H -0.79571 -5.44990 1.92369
H 0.21787 -4.43382 0.88693
H -0.93812 -5.57036 0.15800
H -2.83876 -4.91315 3.18931
H -4.17055 -3.75216 2.95058
H -2.64836 -3.21179 3.69658
C 2.63867 -1.35047 -4.22525
O 3.02547 -0.84631 -2.95017
C 2.25396 -1.11085 -1.85744
O 2.62166 -0.71988 -0.77411
N 1.11996 -1.82203 -2.12541
N 0.19009 -1.96493 -1.07300
H 3.47948 -1.15599 -4.88749
H 1.75481 -0.83323 -4.61273
H 2.44608 -2.42298 -4.18557
H 0.67183 -1.64119 -3.01986
H -0.06433 -2.94581 -1.02687
H -0.64172 -1.44722 -1.38214
N -2.23651 4.70560 0.56972
C -2.66495 3.41693 0.50345
O -2.22991 2.62890 -0.32055
C -3.76791 3.02531 1.46993
C -3.68048 1.56162 1.90097
H -1.33797 4.90970 0.14218
H -2.43993 5.20579 1.41737
H -4.71179 3.20117 0.94338
H -3.75143 3.71767 2.32204
H -2.73430 1.36557 2.41833
H -4.48493 1.33487 2.60293
C 5.65113 -3.06335 3.24631
N 4.38489 -2.51642 3.68681
C 4.25793 -1.09405 3.36153
C 3.26099 -3.30840 3.64360
S 3.24080 -4.77916 2.82186
N 2.20676 -2.82419 4.32898
C 2.33213 -1.91142 5.45629
C 0.82965 -3.13247 3.98814
H 6.44315 -2.40780 3.61570
H 5.70986 -3.11529 2.15376
H 5.78849 -4.06645 3.63988
H 4.63869 -0.93137 2.34785
H 4.83785 -0.47916 4.05533
H 3.22847 -0.75096 3.37977
H 3.35729 -1.90790 5.81891
H 1.68084 -2.28233 6.25148
H 2.02060 -0.89181 5.20654
H 0.79933 -3.78958 3.12566
H 0.31420 -2.20150 3.76994
H 0.33183 -3.63308 4.82488
O 1.92867 1.04826 4.27163
S 1.06242 0.77846 3.08933
N -0.12051 -0.07745 3.12055
C 3.12603 -1.18377 -8.03263
C 2.65957 -0.77730 -9.40723
O 3.34505 -0.88515 -10.39606
S 1.01148 -0.11894 -9.59682
C 0.37078 -0.10036 -7.95027
C 0.55461 1.01580 -7.13528
C 0.08710 1.01693 -5.83425
C -0.59100 -0.09268 -5.29793
C -0.79910 -1.19459 -6.14651
C -0.32764 -1.19687 -7.44800
C -1.00245 -0.11217 -3.93565
C -1.37708 -0.12066 -2.75537
H 2.51012 -2.00266 -7.65820
H 3.01888 -0.36136 -7.32499
H 4.16479 -1.49666 -8.10370
H 1.08263 1.87779 -7.52624
H 0.24426 1.87619 -5.19513
H -1.33670 -2.04838 -5.75471
H -0.48784 -2.06067 -8.08238
```

The calculation puts the largest force on an atom at 0.506 eV/A. Its spin multiplicity is 1. The charge is -2. For the HOMO energy, the calculation gives -0.2 eV.